C4HHoLiO2 as an isolated structure at a distorted geometry, computed with ωB97M-V/def2-TZVPD.

XYZ file:
```
9
Properties=species:S:1:pos:R:3:forces:R:3:lowdin_charge:R:1
O 3.6199 0.5500 0.0146 -4.028 -0.627 -0.459 -0.11
C 2.3377 0.4325 -0.1189 7.477 0.049 1.186 -0.59
C 1.5205 -0.6589 0.2571 -1.986 -3.863 0.811 -0.40
C 0.4747 -1.4119 0.2884 2.601 2.477 -0.713 -0.14
Li -1.3221 -1.7941 -0.5351 0.046 0.313 0.621 0.57
C -2.1915 0.1075 0.1708 -1.203 -0.201 -0.911 -0.21
O -1.5845 1.1940 -0.1022 -3.319 -0.635 1.299 -0.46
Ho 0.3939 1.2422 -0.4605 0.145 2.379 -2.111 1.33
H -3.2486 0.3387 0.4856 0.267 0.109 0.278 0.01
```
Forces are in eV/Å.

## Properties
calculated total energy = -34253.7940 eV
HOMO level (alpha / beta) = -6.16 / -7.41 eV
spin multiplicity = 6
molecular weight = 252.92 Da
gap between HOMO and LUMO (alpha / beta) = 5.55 / 6.55 eV